Record 1
DFT (wB97M-V/def2-TZVPD) results for a molecular structure, C9H8ClO3S at a distorted geometry.

Structure (XYZ):
```
22
Properties=species:S:1:pos:R:3
C -3.055 -0.504 0.821
C -2.234 -0.925 1.852
C -2.514 0.350 -0.150
C -0.923 -0.520 1.963
C -1.198 0.667 -0.143
C -0.377 0.359 0.977
C 1.682 -1.486 -0.399
C 1.978 0.721 -1.986
C 2.345 -0.003 -0.680
O 1.586 -2.185 -1.397
O 1.386 -1.734 0.768
O 0.976 2.369 0.421
S 1.277 0.991 1.070
Cl 4.018 0.257 -0.254
H -4.158 -0.751 0.752
H -2.608 -1.493 2.699
H -3.030 0.545 -1.008
H -0.083 -0.847 2.677
H -0.721 1.337 -0.899
H 1.349 0.110 -2.603
H 1.470 1.740 -1.852
H 2.835 1.003 -2.630
```

- relative energy (zero: lowest compared OMol25 entry of this formula, charge and spin) (kcal per mole) = 20.1
- molecular weight (g/mol) = 231.68
- multiplicity = 1
- total energy (eV) = -38962.61380
- highest occupied orbital energy (eV) = -4.43
- lowest unoccupied orbital energy (eV) = 3.303
- total charge = -1

Here are the Mulliken charges for atoms 1 to 8, given in e:
1. C -0.267
2. C -0.510
3. C -0.704
4. C -0.130
5. C -0.150
6. C 0.506
7. C 0.429
8. C -1.249


Record 2
DFT (wB97M-V/def2-TZVPD) results for a molecular structure, C9H8DyN2O5S at a distorted geometry.

Structure (XYZ):
```
26
Properties=species:S:1:pos:R:3
O -3.201 2.726 -3.819
C -2.742 2.486 -2.787
Dy -1.681 1.864 -0.718
O -3.470 4.310 1.266
C -2.917 3.532 0.624
C -0.963 1.651 1.573
O -0.645 1.600 2.682
C 0.049 3.583 -0.489
O 0.854 4.392 -0.311
C -3.331 0.402 0.316
O -4.093 -0.279 0.854
S -0.303 -0.007 -1.991
C 0.618 -0.750 -0.724
N 1.941 -0.618 -0.723
C 2.826 -1.423 0.124
C 2.175 -2.779 0.321
C 0.779 -2.621 0.889
N 0.061 -1.485 0.267
H 2.316 0.094 -1.349
H 2.937 -0.913 1.092
H 3.809 -1.512 -0.359
H 2.780 -3.403 0.987
H 2.123 -3.308 -0.635
H 0.834 -2.403 1.961
H 0.191 -3.542 0.749
H -0.946 -1.598 0.202
```

- molecular weight (g/mol) = 418.74
- multiplicity = 6
- total energy (eV) = -57568.05222
- highest occupied orbital energy (alpha / beta) (eV) = -20.03 / -20.02
- lowest unoccupied orbital energy (alpha / beta) (eV) = -13.687 / -13.509
- total charge = +3

Here are the Mulliken charges for atoms 1 to 8, given in e:
1. O 0.043
2. C 0.403
3. Dy 0.266
4. O -0.014
5. C 0.366
6. C 0.416
7. O -0.038
8. C 0.335